Entry from the OMol25 dataset: a cluster of 13 separate species, C27H58Cl24O2P in total at a distorted geometry (ωB97M-V/def2-TZVPD).

Positions of all 112 atoms, in Å:
C (2.819, 2.402, -4.901)
C (1.160, 2.375, -5.039)
O (0.487, 3.420, -4.252)
C (-0.845, 3.752, -4.779)
P (-1.903, 2.258, -5.320)
O (-2.866, 1.601, -3.980)
H (3.128, 3.369, -4.280)
H (3.217, 1.405, -4.422)
H (3.282, 2.502, -5.971)
H (0.856, 2.351, -6.178)
H (0.823, 1.333, -4.565)
H (-1.438, 4.280, -3.889)
H (-0.830, 4.554, -5.658)
H (-1.182, 1.242, -6.046)
H (-2.903, 2.782, -6.261)
H (-3.259, 0.721, -4.307)
Cl (3.166, 7.045, -5.850)
C (4.723, 6.285, -5.436)
C (5.382, 5.635, -6.642)
Cl (4.494, 4.196, -7.201)
H (4.545, 5.560, -4.635)
H (5.367, 7.076, -5.041)
H (6.391, 5.302, -6.380)
H (5.463, 6.332, -7.482)
Cl (-4.019, -1.250, -1.448)
C (-5.122, -1.778, -2.743)
C (-4.391, -2.511, -3.856)
Cl (-3.337, -1.426, -4.796)
H (-5.651, -0.897, -3.119)
H (-5.858, -2.444, -2.280)
H (-5.114, -2.936, -4.559)
H (-3.776, -3.328, -3.466)
Cl (-2.923, -0.301, 4.708)
C (-3.607, 0.739, 3.434)
C (-3.906, -0.036, 2.160)
Cl (-2.421, -0.571, 1.335)
H (-2.905, 1.559, 3.252)
H (-4.532, 1.165, 3.835)
H (-4.447, 0.602, 1.455)
H (-4.521, -0.919, 2.360)
Cl (1.262, -4.588, 4.312)
C (-0.344, -3.850, 4.094)
C (-1.073, -3.662, 5.415)
Cl (-1.560, -5.213, 6.142)
H (-0.916, -4.479, 3.404)
H (-0.185, -2.879, 3.615)
H (-1.989, -3.086, 5.255)
H (-0.457, -3.124, 6.142)
Cl (-3.383, 4.011, 0.213)
C (-4.920, 4.020, -0.688)
C (-6.125, 3.907, 0.232)
Cl (-6.242, 2.301, 0.993)
H (-4.891, 3.203, -1.417)
H (-4.959, 4.965, -1.238)
H (-7.045, 4.054, -0.341)
H (-6.097, 4.658, 1.027)
Cl (5.979, 6.733, -2.564)
C (7.536, 5.972, -2.150)
C (8.196, 5.322, -3.356)
Cl (7.307, 3.884, -3.915)
H (7.358, 5.248, -1.349)
H (8.180, 6.764, -1.755)
H (9.204, 4.990, -3.094)
H (8.276, 6.020, -4.196)
Cl (5.327, 1.544, -1.706)
C (4.361, 2.564, -0.611)
C (3.209, 3.248, -1.330)
Cl (3.773, 4.495, -2.470)
H (5.033, 3.292, -0.143)
H (3.973, 1.907, 0.173)
H (2.563, 3.751, -0.604)
H (2.599, 2.530, -1.887)
Cl (5.409, -1.735, 2.772)
C (4.789, -3.171, 1.919)
C (4.527, -4.332, 2.865)
Cl (6.033, -5.013, 3.527)
H (5.509, -3.440, 1.140)
H (3.857, -2.871, 1.431)
H (4.022, -5.141, 2.329)
H (3.892, -4.032, 3.705)
Cl (-6.990, -3.921, -8.473)
C (-6.421, -2.311, -8.982)
C (-5.535, -1.658, -7.935)
Cl (-6.445, -1.197, -6.475)
H (-7.299, -1.697, -9.208)
H (-5.859, -2.454, -9.910)
H (-5.097, -0.740, -8.338)
H (-4.717, -2.318, -7.630)
Cl (-5.923, -7.581, 9.484)
C (-4.967, -7.975, 8.033)
C (-4.998, -6.857, 7.004)
Cl (-6.603, -6.676, 6.255)
H (-5.349, -8.915, 7.620)
H (-3.939, -8.145, 8.368)
H (-4.294, -7.077, 6.195)
H (-4.718, -5.895, 7.445)
Cl (-6.574, 0.051, 8.409)
C (-5.017, -0.709, 8.823)
C (-4.358, -1.359, 7.617)
Cl (-5.246, -2.798, 7.058)
H (-5.195, -1.434, 9.624)
H (-4.373, 0.082, 9.217)
H (-3.349, -1.692, 7.879)
H (-4.277, -0.662, 6.777)
Cl (9.656, -1.553, 6.248)
C (9.036, -2.988, 5.395)
C (8.774, -4.149, 6.341)
Cl (10.280, -4.831, 7.003)
H (9.756, -3.258, 4.616)
H (8.103, -2.688, 4.907)
H (8.268, -4.958, 5.805)
H (8.138, -3.850, 7.180)

## Properties
Calculated total energy, Ha: -12599.6929
Net charge: +1
LUMO, Eh: -0.14457
HOMO energy, eV: -11.4